# C26H29N5O2S2

An isolated molecule of C26H29N5O2S2 in a non-equilibrium geometry (ωB97M-V/def2-TZVPD, the OMol25 dataset).

Cartesian coordinates (Å):
1 C 0.97771 -3.81635 -1.50607
2 C 2.43178 -3.42904 -1.26930
3 C 2.65021 -1.94167 -0.92588
4 C 2.29020 -1.02711 -2.09395
5 C 1.92954 -1.58526 0.35051
6 C 2.57993 -1.75635 1.56540
7 C 1.96681 -1.44903 2.76380
8 C 0.66826 -0.95461 2.77408
9 O -0.00230 -0.61990 3.93718
10 C 0.70423 0.13305 4.89312
11 C 0.49551 1.65586 4.68556
12 N 0.55033 2.01186 3.29672
13 C -0.54191 2.27401 2.53461
14 C -0.20080 2.37951 1.20554
15 C -1.12875 2.60418 0.14348
16 N -0.83287 2.40748 -1.08010
17 N -1.78572 2.62981 -2.01226
18 C -1.78862 2.03243 -3.23036
19 O -2.68895 2.20265 -4.02178
20 C -0.58070 1.15485 -3.49711
21 S -1.09355 -0.56188 -3.82695
22 C -1.94082 -0.93555 -2.37121
23 N -2.22418 -0.10115 -1.42992
24 N -2.86030 -0.65207 -0.40638
25 C -3.08347 -1.90822 -0.52121
26 C -3.75566 -2.74384 0.49419
27 S -2.47972 -2.57734 -2.03983
28 C 1.21543 2.15938 1.14311
29 C 2.13862 2.14580 0.10351
30 C 3.45959 1.89398 0.40250
31 C 3.87608 1.67501 1.71671
32 C 2.98331 1.69975 2.76709
33 C 1.64730 1.93526 2.47090
34 C -0.01326 -0.82763 1.56986
35 C 0.61862 -1.12916 0.37908
36 H 0.90478 -4.88705 -1.68420
37 H 0.56905 -3.30546 -2.37403
38 H 0.37069 -3.57219 -0.63707
39 H 3.01578 -3.66598 -2.16166
40 H 2.82415 -4.02981 -0.44488
41 H 3.72359 -1.81952 -0.73348
42 H 1.26953 -1.18488 -2.42548
43 H 2.40582 0.01211 -1.79614
44 H 2.94994 -1.22565 -2.93612
45 H 3.59331 -2.13251 1.57826
46 H 2.50857 -1.60465 3.68564
47 H 1.77342 -0.09152 4.86358
48 H 0.31246 -0.14941 5.87465
49 H 1.26158 2.19859 5.24844
50 H -0.48910 1.94212 5.06123
51 H -1.51440 2.35274 2.98369
52 H -2.13493 2.92635 0.44050
53 H -2.66436 3.07163 -1.73059
54 H 0.09500 1.16273 -2.64414
55 H -0.07900 1.46568 -4.41276
56 H -3.05931 -3.48325 0.88832
57 H -4.10230 -2.10995 1.30565
58 H -4.60029 -3.27145 0.05438
59 H 1.80854 2.33672 -0.90522
60 H 4.19514 1.87004 -0.38818
61 H 4.92113 1.48750 1.91401
62 H 3.31878 1.54478 3.78202
63 H -1.03309 -0.47543 1.57028
64 H 0.07870 -0.97772 -0.54003

Cartesian forces (eV/Å) of the 6 atoms listed first:
0.24 -0.03 0.04
-0.03 0.09 0.02
0.05 -0.11 -0.11
0.14 -0.14 0.22
0.17 0.01 0.05
-0.10 0.02 -0.08

Summary:
largest force on an atom	1.66	eV/Å
total energy	-60648.176	eV
SMILES	CC[C@@H](C)c1ccc(OCCn2cc(/C=N/NC(=O)CSc3nnc(C)s3)c3ccccc32)cc1
Kohn-Sham gap	8.207	eV
HOMO energy	-7.607	eV

These are the natural (NBO) partial charges, in e, on atoms 1 to 4: number 1, C, carries -0.618; number 2, C, carries -0.382; number 3, C, carries -0.258; number 4, C, carries -0.606

=====

# C26H29N5O3

An isolated molecule of C26H29N5O3 in a non-equilibrium geometry (ωB97M-V/def2-TZVPD, the OMol25 dataset).

Cartesian coordinates (Å):
1 C -0.94180 4.56094 -0.10437
2 O -1.01452 3.28152 0.47295
3 C 0.13878 2.55599 0.61833
4 C 1.36879 2.95067 0.09772
5 C 2.49601 2.16368 0.26003
6 O 3.72656 2.46020 -0.24397
7 C 3.88221 3.64471 -0.98198
8 C 2.40830 0.96758 0.99808
9 O 3.57153 0.26188 1.12891
10 C 3.54367 -0.92363 1.88059
11 C 1.18605 0.59817 1.52771
12 C 0.04096 1.36138 1.32764
13 C -1.28184 0.92002 1.89466
14 N -1.42254 -0.52876 1.96051
15 C -2.61905 -0.90420 2.68944
16 C -1.31333 -1.16257 0.64539
17 C -1.32158 -2.67001 0.79615
18 C -2.45592 -3.43597 0.56334
19 C -2.41407 -4.81105 0.72048
20 C -1.24362 -5.43408 1.11644
21 C -0.11199 -4.67467 1.36206
22 C -0.15234 -3.30194 1.20120
23 C -2.33535 -0.67934 -0.32903
24 N -3.64374 -0.69020 -0.21028
25 N -4.13202 -0.07423 -1.27939
26 N -3.20931 0.32205 -2.04494
27 N -2.04030 -0.04093 -1.49723
28 C -0.80540 0.31004 -2.07242
29 C -0.61329 1.65311 -2.37572
30 C 0.58399 2.07541 -2.91574
31 C 1.59543 1.15586 -3.14002
32 C 1.38078 -0.18266 -2.87661
33 C 0.17209 -0.64169 -2.36299
34 C -0.04740 -2.11625 -2.20693
35 H -1.95455 4.95930 -0.05884
36 H -0.61887 4.52135 -1.14993
37 H -0.27049 5.21734 0.45883
38 H 1.44439 3.87630 -0.44571
39 H 4.92752 3.66483 -1.28645
40 H 3.24603 3.65208 -1.87360
41 H 3.66822 4.53171 -0.37565
42 H 4.56755 -1.29448 1.88211
43 H 3.22194 -0.74450 2.91180
44 H 2.89071 -1.67607 1.42401
45 H 1.08044 -0.29698 2.11831
46 H -1.36059 1.28976 2.92305
47 H -2.09361 1.39433 1.32057
48 H -3.54114 -0.58706 2.18624
49 H -2.63763 -1.98566 2.80793
50 H -2.57760 -0.44756 3.67721
51 H -0.33532 -0.85945 0.25088
52 H -3.37727 -2.95572 0.26957
53 H -3.30268 -5.39592 0.53497
54 H -1.21322 -6.50674 1.23730
55 H 0.80394 -5.15275 1.67764
56 H 0.72934 -2.70910 1.39728
57 H -1.42047 2.34360 -2.18581
58 H 0.72690 3.11643 -3.16474
59 H 2.54424 1.47638 -3.54293
60 H 2.15787 -0.90193 -3.08905
61 H 0.26159 -2.62495 -3.11878
62 H 0.54753 -2.51884 -1.38797
63 H -1.09051 -2.35674 -2.01825

Cartesian forces (eV/Å) of the 6 atoms listed first:
-0.03 0.16 -0.04
0.07 -0.29 0.08
0.09 -0.37 0.30
0.08 0.21 -0.01
0.09 -0.17 0.14
-0.19 -0.30 0.20

Summary:
largest force on an atom	1.53	eV/Å
total energy	-41023.622	eV
SMILES	COc1cc(OC)c(OC)cc1CN(C)[C@@H](c1ccccc1)c1nnnn1-c1ccccc1C
Kohn-Sham gap	8.254	eV
HOMO energy	-7.679	eV

These are the natural (NBO) partial charges, in e, on atoms 1 to 4: number 1, C, carries -0.248; number 2, O, carries -0.508; number 3, C, carries 0.283; number 4, C, carries -0.388

=====

# C26H29N5O3S

An isolated molecule of C26H29N5O3S (ωB97M-V/def2-TZVPD, the OMol25 dataset).

Cartesian coordinates (Å):
1 C -3.15752 -4.20797 -1.66938
2 C -3.58293 -3.05139 -0.77546
3 C -4.99111 -2.55534 -1.13198
4 C -5.40033 -1.44486 -0.21668
5 C -6.14081 -1.64598 0.90659
6 C -6.47001 -0.55636 1.78546
7 O -7.11491 -0.59173 2.81017
8 N -5.94024 0.67138 1.33940
9 C -5.21044 0.78392 0.21026
10 S -4.62330 2.39112 -0.16055
11 C -3.78605 2.12360 -1.75698
12 C -2.33846 2.60205 -1.69621
13 O -2.02012 3.62053 -2.28305
14 C -1.42958 1.78062 -0.93698
15 C -1.70353 0.55742 -0.25623
16 C -0.53820 0.11281 0.28566
17 C -0.24762 -1.10589 1.08314
18 N 0.45063 1.02495 -0.02518
19 C 1.78987 0.89923 0.35787
20 C 2.51043 1.76778 1.12764
21 C 2.05111 2.98445 1.84278
22 N 3.81330 1.35992 1.17822
23 C 4.68316 1.63355 2.29578
24 N 3.88998 0.12907 0.53430
25 C 5.11803 -0.42677 0.14364
26 C 5.23891 -1.81071 0.07858
27 C 6.43511 -2.37242 -0.32728
28 C 7.51428 -1.56728 -0.65238
29 C 7.38868 -0.18949 -0.59327
30 C 6.19270 0.38636 -0.20635
31 C 2.66180 -0.18941 -0.04830
32 O 2.45303 -1.17256 -0.72956
33 C -0.06873 2.03158 -0.77313
34 C 0.74668 3.14272 -1.31877
35 N -4.93370 -0.21311 -0.56353
36 H -3.15276 -3.90171 -2.71281
37 H -2.15647 -4.53988 -1.40557
38 H -3.83945 -5.04869 -1.56091
39 H -3.57201 -3.37077 0.26947
40 H -2.87484 -2.22851 -0.88512
41 H -5.69962 -3.38038 -1.04929
42 H -4.98779 -2.18720 -2.15887
43 H -6.50539 -2.62355 1.17514
44 H -6.13124 1.48821 1.90801
45 H -3.86792 1.05538 -1.95285
46 H -4.32573 2.70827 -2.50201
47 H -2.65011 0.06298 -0.18712
48 H 0.22106 -0.84720 2.03370
49 H -1.17126 -1.64243 1.28038
50 H 0.43153 -1.75948 0.53600
51 H 2.26035 2.90375 2.90903
52 H 0.98028 3.10396 1.70543
53 H 2.55776 3.87121 1.46386
54 H 4.24717 1.29170 3.24018
55 H 5.63091 1.12162 2.14453
56 H 4.86514 2.70605 2.35302
57 H 4.39130 -2.42843 0.32443
58 H 6.52567 -3.44642 -0.38421
59 H 8.44850 -2.01114 -0.96070
60 H 8.22119 0.44348 -0.86213
61 H 6.08460 1.46117 -0.19553
62 H 1.78535 2.83825 -1.43525
63 H 0.70649 4.01699 -0.66820
64 H 0.33723 3.44093 -2.28089

Cartesian forces (eV/Å) of the 6 atoms listed first:
0.03 0.16 0.17
-0.13 -0.12 -0.18
0.16 -0.04 0.25
-0.44 -0.19 0.37
0.08 -0.16 -0.21
0.11 0.07 -0.06

Summary:
largest force on an atom	0.97	eV/Å
total energy	-51861.820	eV
SMILES	CCCc1cc(=O)[nH]c(SCC(=O)c2cc(C)n(-c3c(C)n(C)n(-c4ccccc4)c3=O)c2C)n1
Kohn-Sham gap	8.349	eV
HOMO energy	-8.036	eV

These are the natural (NBO) partial charges, in e, on atoms 1 to 4: number 1, C, carries -0.601; number 2, C, carries -0.382; number 3, C, carries -0.437; number 4, C, carries 0.277

=====

# C26H29NO4

A 2-piece molecular cluster, C26H29NO4 overall in a non-equilibrium geometry (ωB97M-V/def2-TZVPD, the OMol25 dataset).

Cartesian coordinates (Å):
1 C 4.06256 -3.21544 1.91826
2 C 3.39542 -1.89250 1.66405
3 O 2.17317 -2.10987 0.89591
4 C 1.21322 -1.16560 1.11827
5 C -0.11509 -1.64287 0.66115
6 C -1.25306 -0.95235 1.14377
7 O -1.29690 0.30419 1.32080
8 C -2.57060 -1.68636 1.34474
9 C -2.37764 -3.16247 1.62186
10 C -1.50848 -3.80278 0.54606
11 C -0.17707 -3.08796 0.30528
12 O 1.47003 -0.11938 1.70284
13 H 5.06638 -3.01746 2.29089
14 H 3.51313 -3.74757 2.70096
15 H 4.12807 -3.84310 1.02670
16 H 3.13665 -1.42525 2.62321
17 H 4.02699 -1.19531 1.08813
18 H -3.06395 -1.22991 2.21091
19 H -3.20075 -1.51575 0.45713
20 H -1.88982 -3.22870 2.60106
21 H -3.33442 -3.69495 1.71735
22 H -1.33338 -4.85298 0.80129
23 H -2.06223 -3.79785 -0.39761
24 H 0.09207 -3.22263 -0.75281
25 H 0.60956 -3.63629 0.85024
26 C 4.59000 3.59146 2.23991
27 O 4.40550 3.75210 0.81430
28 C 3.28099 3.22595 0.26064
29 C 2.09702 2.99020 0.99584
30 C 1.16146 2.11847 0.49419
31 C 1.32800 1.51216 -0.77045
32 C 0.41364 0.52172 -1.27203
33 C -0.91722 0.84563 -1.30703
34 C -1.84133 0.59609 -2.37495
35 C -1.61058 0.32439 -3.71891
36 C -2.72878 0.25896 -4.55105
37 C -4.03223 0.49698 -4.06856
38 C -4.25239 0.83892 -2.72837
39 C -3.14773 0.83697 -1.87960
40 N -3.03676 1.28751 -0.57731
41 C -4.14541 1.70387 0.25585
42 C -1.70649 1.42153 -0.22984
43 C 2.39749 1.95622 -1.57965
44 C 3.35393 2.80481 -1.09072
45 H 5.56098 4.03994 2.44867
46 H 3.80385 4.12022 2.79359
47 H 4.61158 2.52514 2.50710
48 H 1.93795 3.42240 1.98284
49 H 0.30455 1.85545 1.10669
50 H 0.81421 -0.24672 -1.93628
51 H -0.57555 0.21863 -4.05079
52 H -2.59486 0.03120 -5.60294
53 H -4.88877 0.40795 -4.73521
54 H -5.23708 1.12322 -2.35324
55 H -5.03161 1.20181 -0.14639
56 H -3.95003 1.42502 1.29839
57 H -4.29582 2.78626 0.18934
58 H -1.44774 2.26591 0.38893
59 H 2.45071 1.57276 -2.60297
60 H 4.22470 3.10799 -1.66042

Cartesian forces (eV/Å) of the 6 atoms listed first:
-0.11 -0.16 0.10
-0.33 0.46 -0.48
0.63 0.37 0.73
-0.32 0.82 0.12
-0.34 1.00 1.57
0.52 -1.20 -1.29

Summary:
largest force on an atom	1.96	eV/Å
total energy	-37109.763	eV
Kohn-Sham gap	6.875	eV
HOMO energy	-7.395	eV

These are the natural (NBO) partial charges, in e, on atoms 1 to 4: number 1, C, carries -0.626; number 2, C, carries -0.071; number 3, O, carries -0.541; number 4, C, carries 0.772